Record 1
DFT (ωB97M-V/def2-TZVPD) results for 4 unconnected molecules or ions with the total composition C33H66FN4O3P in a non-equilibrium geometry.

```
108
Properties=species:S:1:pos:R:3
C 2.460 0.995 -5.839
C 3.207 1.526 -4.604
P 3.134 3.363 -4.444
C 3.756 3.894 -6.104
C 4.805 5.017 -6.006
C 1.344 3.720 -4.393
C 0.775 4.904 -4.717
C 1.537 6.106 -5.175
C 1.446 6.377 -6.674
F 0.598 7.429 -6.935
C -0.710 5.090 -4.590
O -1.164 6.194 -4.354
C -1.545 3.860 -4.752
C -2.948 3.889 -5.310
C -3.854 5.023 -4.806
C -4.831 5.509 -5.857
N -4.316 5.786 -7.145
O -6.003 5.730 -5.586
C -0.965 2.701 -4.395
C 0.427 2.653 -3.884
O 0.776 1.792 -3.096
H 1.582 1.594 -6.074
H 2.118 -0.029 -5.716
H 3.092 1.021 -6.720
H 4.266 1.304 -4.719
H 2.862 1.066 -3.691
H 2.966 4.144 -6.805
H 4.252 3.026 -6.529
H 5.806 4.605 -6.045
H 4.696 5.715 -6.829
H 4.714 5.552 -5.066
H 1.115 6.979 -4.679
H 2.566 6.039 -4.839
H 1.137 5.495 -7.230
H 2.433 6.658 -7.043
H -3.408 2.950 -5.018
H -2.867 3.864 -6.392
H -4.477 4.695 -3.986
H -3.283 5.893 -4.507
H -4.072 4.945 -7.649
H -5.073 6.213 -7.666
H -1.514 1.773 -4.463
C -1.130 1.582 -0.510
C -1.358 0.817 0.785
N -1.607 -0.594 0.564
C -2.099 -1.286 1.741
C -1.169 -1.381 2.956
C -0.595 -1.295 -0.206
C 0.844 -1.284 0.326
H -1.958 1.423 -1.204
H -1.063 2.651 -0.299
H -0.208 1.289 -1.000
H -2.234 1.236 1.288
H -0.502 0.996 1.456
H -2.407 -2.295 1.451
H -3.020 -0.787 2.057
H -0.365 -2.100 2.797
H -1.735 -1.723 3.826
H -0.727 -0.418 3.215
H -0.588 -0.876 -1.216
H -0.920 -2.331 -0.337
H 1.159 -0.291 0.650
H 1.530 -1.601 -0.462
H 0.973 -1.975 1.159
C 1.646 -2.551 7.012
C 2.117 -2.359 5.578
N 2.747 -1.072 5.351
C 2.922 -0.761 3.944
C 3.865 -1.648 3.122
C 3.865 -0.756 6.221
C 5.057 -1.723 6.245
H 1.000 -1.728 7.321
H 1.078 -3.478 7.091
H 2.479 -2.618 7.713
H 1.242 -2.417 4.924
H 2.767 -3.204 5.302
H 3.245 0.280 3.849
H 1.931 -0.795 3.478
H 4.912 -1.447 3.348
H 3.723 -1.445 2.058
H 3.673 -2.710 3.278
H 3.482 -0.665 7.241
H 4.219 0.246 5.967
H 4.740 -2.764 6.315
H 5.679 -1.513 7.118
H 5.691 -1.617 5.366
C -2.713 -8.206 3.712
C -3.074 -7.111 4.705
N -2.396 -5.857 4.440
C -2.493 -4.903 5.530
C -3.878 -4.354 5.894
C -2.576 -5.316 3.105
C -4.007 -5.039 2.625
H -1.632 -8.339 3.657
H -3.157 -9.151 4.029
H -3.087 -7.992 2.710
H -2.774 -7.444 5.702
H -4.170 -7.003 4.731
H -1.825 -4.064 5.312
H -2.073 -5.383 6.420
H -4.238 -3.634 5.160
H -3.824 -3.833 6.853
H -4.620 -5.146 5.995
H -2.108 -6.002 2.395
H -1.988 -4.397 3.025
H -4.684 -5.866 2.846
H -4.008 -4.899 1.542
H -4.417 -4.132 3.065
```

Summary:
SMILES string ... CCP(CC)C1=C(CCF)C(=O)C(CCC(N)=O)=CC1=O.CCN(CC)CC.CCN(CC)CC.CCN(CC)CC
HOMO-LUMO gap ... 6.701 eV
Electronic energy ... -59398.924 eV
Total charge ... 0

***

Record 2
DFT (ωB97M-V/def2-TZVPD) results for 10 unconnected molecules or ions with the total composition C33H66N6O12 in a non-equilibrium geometry.

```
117
Properties=species:S:1:pos:R:3
C 4.431 0.054 -0.787
O 4.174 0.388 -2.148
C 3.144 1.182 -2.366
O 2.369 1.587 -1.534
O 3.119 1.473 -3.667
C 2.076 2.347 -4.092
H 4.938 0.869 -0.280
H 5.026 -0.855 -0.810
H 3.504 -0.183 -0.263
H 2.304 2.596 -5.122
H 2.077 3.263 -3.499
H 1.113 1.860 -4.002
C 2.639 -3.791 -4.206
O 2.726 -2.661 -3.349
C 1.719 -2.620 -2.403
C 0.374 -2.068 -2.861
O -0.335 -2.815 -3.828
C -0.887 -3.998 -3.307
C -1.394 -4.886 -4.437
O -0.523 -4.858 -5.533
C -1.072 -5.504 -6.662
H 1.726 -3.763 -4.803
H 2.694 -4.723 -3.630
H 3.495 -3.752 -4.876
H 1.981 -2.019 -1.523
H 1.609 -3.626 -1.953
H 0.551 -1.086 -3.305
H -0.259 -1.993 -1.960
H -1.764 -3.727 -2.696
H -0.161 -4.561 -2.717
H -2.438 -4.669 -4.711
H -1.430 -5.908 -4.010
H -0.263 -5.764 -7.339
H -1.776 -4.834 -7.166
H -1.574 -6.438 -6.379
C -3.548 -0.278 1.167
O -2.639 0.741 0.784
C -3.022 1.514 -0.324
C -2.819 0.842 -1.652
O -3.858 -0.067 -1.896
C -3.585 -0.951 -2.963
C -4.636 -2.012 -2.939
O -4.364 -2.946 -1.907
C -5.107 -4.106 -2.052
H -3.011 -0.832 1.940
H -3.760 -0.996 0.372
H -4.475 0.138 1.570
H -2.467 2.455 -0.336
H -4.085 1.807 -0.261
H -1.847 0.323 -1.646
H -2.804 1.593 -2.454
H -2.587 -1.384 -2.834
H -3.624 -0.435 -3.934
H -4.726 -2.508 -3.915
H -5.600 -1.521 -2.742
H -6.180 -3.887 -2.018
H -4.859 -4.780 -1.229
H -4.849 -4.657 -2.968
C -3.793 3.359 2.232
O -3.053 4.380 2.844
C -1.980 3.884 3.601
C -0.728 3.577 2.797
O -0.155 4.730 2.197
C -0.731 5.163 0.985
C -0.488 6.636 0.759
O 0.850 7.015 0.795
C 1.367 7.273 2.101
H -3.165 2.751 1.572
H -4.601 3.834 1.679
H -4.270 2.694 2.968
H -2.285 2.967 4.140
H -1.714 4.567 4.414
H -0.919 2.814 2.024
H 0.038 3.187 3.468
H -1.801 4.963 0.888
H -0.221 4.616 0.168
H -1.167 7.231 1.384
H -0.816 6.789 -0.277
H 1.644 6.347 2.610
H 0.628 7.798 2.712
H 2.257 7.885 1.968
C 0.595 -0.071 1.829
C 0.730 -1.401 1.259
N 0.857 -2.454 0.824
H 0.808 0.610 1.002
H 1.368 0.070 2.583
H -0.408 0.094 2.205
C -2.177 -3.567 0.420
C -2.438 -3.531 1.855
N -2.643 -3.470 2.984
H -3.088 -3.794 -0.122
H -1.421 -4.312 0.177
H -1.772 -2.605 0.115
C 2.291 3.152 1.168
C 3.234 2.228 1.771
N 4.008 1.483 2.175
H 2.622 3.390 0.162
H 2.294 4.063 1.768
H 1.275 2.777 1.136
C 1.728 1.513 7.424
C 1.493 1.348 6.008
N 1.295 1.193 4.887
H 1.332 0.676 7.997
H 1.167 2.390 7.767
H 2.773 1.649 7.680
C 4.367 -0.028 5.013
C 4.180 -0.870 6.189
N 3.973 -1.458 7.143
H 5.309 -0.154 4.481
H 4.244 1.001 5.334
H 3.644 -0.321 4.253
C 4.350 -2.766 1.121
C 5.286 -2.759 2.222
N 6.030 -2.771 3.094
H 4.571 -3.633 0.501
H 4.435 -1.858 0.528
H 3.327 -2.849 1.482
```

Summary:
SMILES string ... COC(=O)OC.COCCOCCOC.COCCOCCOC.COCCOCCOC.CC#N.CC#N.CC#N.CC#N.CC#N.CC#N
HOMO-LUMO gap ... 9.676 eV
Electronic energy ... -68795.376 eV
Total charge ... 0

***

Record 3
DFT (ωB97M-V/def2-TZVPD) results for 11 unconnected molecules or ions with the total composition C33H66O33 in a non-equilibrium geometry.

```
132
Properties=species:S:1:pos:R:3
C 3.633 6.196 1.382
O 2.554 6.418 2.274
C 1.555 5.569 2.297
O 1.378 4.487 1.658
O 0.787 5.980 3.297
C -0.517 5.414 3.375
H 3.226 5.983 0.393
H 4.273 5.386 1.732
H 4.252 7.093 1.353
H -1.084 5.689 2.485
H -1.193 5.779 4.148
H -0.364 4.337 3.432
C 1.137 1.979 4.529
O 1.857 2.785 5.474
C 1.600 2.710 6.851
O 0.684 2.074 7.394
O 2.480 3.522 7.473
C 2.512 3.811 8.836
H 0.106 1.736 4.782
H 1.669 1.043 4.361
H 1.096 2.412 3.529
H 3.176 4.668 8.944
H 2.781 2.962 9.464
H 1.545 4.167 9.194
C -3.291 4.569 -3.900
O -2.522 4.803 -2.789
C -1.203 4.819 -2.930
O -0.547 4.952 -4.010
O -0.699 4.808 -1.622
C 0.759 4.775 -1.474
H -3.086 5.369 -4.611
H -4.374 4.651 -3.808
H -2.969 3.647 -4.385
H 1.144 3.810 -1.145
H 1.039 5.605 -0.825
H 1.322 5.006 -2.378
C 1.282 -6.830 -0.997
O 2.597 -6.186 -0.935
C 2.823 -4.911 -1.356
O 2.040 -4.307 -2.085
O 4.024 -4.370 -1.006
C 4.868 -5.054 -0.121
H 0.439 -6.144 -1.076
H 1.303 -7.448 -0.099
H 1.277 -7.334 -1.963
H 4.665 -6.120 -0.014
H 4.649 -4.602 0.846
H 5.920 -4.827 -0.291
C 0.023 -3.006 -4.077
O -0.186 -2.724 -5.466
C -0.936 -3.597 -6.306
O -1.490 -4.605 -5.891
O -0.681 -3.376 -7.600
C -0.050 -2.228 -8.052
H -0.930 -3.156 -3.569
H 0.552 -2.241 -3.509
H 0.488 -3.981 -3.935
H 1.033 -2.237 -8.176
H -0.425 -1.346 -7.532
H -0.521 -2.016 -9.012
C 7.502 -3.574 -6.157
O 6.468 -3.172 -5.273
C 6.693 -2.524 -4.105
O 7.770 -2.082 -3.723
O 5.497 -2.417 -3.446
C 5.488 -1.536 -2.351
H 8.470 -3.807 -5.712
H 7.627 -3.000 -7.076
H 7.149 -4.510 -6.588
H 6.443 -1.572 -1.827
H 4.682 -1.851 -1.687
H 5.286 -0.497 -2.608
C 2.270 -7.053 4.925
O 2.277 -5.659 4.564
C 1.739 -5.236 3.476
O 1.107 -5.977 2.695
O 2.040 -4.006 3.271
C 1.315 -3.363 2.211
H 2.750 -7.659 4.157
H 1.217 -7.331 4.950
H 2.694 -7.180 5.922
H 1.443 -2.281 2.166
H 0.286 -3.555 2.515
H 1.618 -3.686 1.215
C -6.359 3.347 3.316
O -5.923 4.433 2.443
C -4.750 4.327 1.819
O -3.905 3.426 1.994
O -4.592 5.394 1.006
C -3.511 5.407 0.142
H -6.050 2.371 2.940
H -7.445 3.380 3.399
H -6.012 3.424 4.346
H -2.546 5.551 0.627
H -3.482 6.261 -0.534
H -3.332 4.455 -0.358
C -8.543 3.649 -0.849
O -7.188 3.355 -1.253
C -6.504 2.362 -0.689
O -6.950 1.499 0.010
O -5.299 2.540 -1.077
C -4.282 1.515 -0.924
H -9.202 3.212 -1.599
H -8.725 4.723 -0.893
H -8.697 3.280 0.165
H -4.134 1.305 0.136
H -3.371 1.759 -1.469
H -4.682 0.617 -1.395
C -2.092 -2.111 -0.887
O -2.075 -2.987 0.206
C -1.867 -4.298 0.049
O -1.844 -4.901 -1.062
O -2.027 -4.879 1.211
C -1.879 -6.191 1.320
H -3.057 -1.606 -0.888
H -2.095 -2.683 -1.814
H -1.366 -1.309 -0.752
H -2.328 -6.591 2.230
H -0.825 -6.451 1.223
H -2.284 -6.677 0.432
C 1.340 -1.434 -0.570
O 0.581 -0.191 -0.795
C 0.215 0.458 0.350
O 0.699 0.320 1.496
O -0.708 1.476 0.013
C -1.094 2.488 0.904
H 1.992 -1.339 0.298
H 1.896 -1.639 -1.485
H 0.609 -2.217 -0.367
H -0.349 2.690 1.674
H -1.998 2.200 1.442
H -1.269 3.436 0.396
```

Summary:
SMILES string ... COC(=O)OC.COC(=O)OC.COC(=O)OC.COC(=O)OC.COC(=O)OC.COC(=O)OC.COC(=O)OC.COC(=O)OC.COC(=O)OC.COC(=O)OC.COC(=O)OC
HOMO-LUMO gap ... 10.855 eV
Energy above the lowest of the compared OMol25 structures with the same formula, charge and spin ... 128.3 kcal/mol
Electronic energy ... -102853.605 eV
Total charge ... 0

***

Record 4
DFT (ωB97M-V/def2-TZVPD) results for a molecular structure, C33H67BrN6O9S2 in a non-equilibrium geometry.

```
118
Properties=species:S:1:pos:R:3
C 2.328 -0.799 0.320
C 2.066 0.716 0.712
C 1.012 1.368 -0.308
O -0.302 1.089 0.233
C -1.126 2.193 0.265
C -2.447 2.105 -0.532
S -2.939 0.644 -1.509
C -3.242 1.058 -3.294
O -4.233 0.113 -1.017
O -1.946 -0.439 -1.507
C -3.373 3.226 -0.494
C -4.780 3.259 -1.214
C -5.857 3.133 -0.018
C -7.349 3.133 -0.533
C -7.855 1.663 -0.893
C -7.929 0.725 0.396
N -7.689 -0.705 0.012
C -3.028 4.486 0.286
N -3.778 5.634 0.406
S -2.934 6.709 1.347
N -1.563 5.805 1.737
C -1.734 4.610 1.081
C -0.819 3.405 1.044
Br 0.817 3.571 2.134
H 1.347 -1.358 0.383
H 2.999 -1.246 1.101
H 2.743 -0.849 -0.719
H 1.534 0.693 1.715
H 2.994 1.337 0.832
H 1.259 2.465 -0.364
H 1.203 0.915 -1.318
H -2.347 0.860 -3.937
H -4.124 0.442 -3.627
H -3.551 2.137 -3.402
H -4.962 4.255 -1.707
H -4.945 2.379 -1.885
H -5.649 4.001 0.671
H -5.584 2.181 0.523
H -7.471 3.865 -1.377
H -7.995 3.465 0.340
H -8.910 1.759 -1.268
H -7.166 1.231 -1.683
H -7.211 1.047 1.205
H -8.959 0.771 0.871
H -8.508 -1.269 0.266
H -7.629 -0.734 -1.011
C 3.143 -7.959 -0.168
O 3.311 -7.485 -1.495
C 2.153 -7.637 -2.311
C 1.499 -6.290 -2.596
N 0.873 -5.732 -1.398
C 0.485 -4.325 -1.529
C 1.592 -3.300 -1.806
O 2.495 -3.111 -0.725
C 3.538 -4.068 -0.652
H 4.126 -7.997 0.301
H 2.510 -7.287 0.416
H 2.718 -8.966 -0.160
H 1.436 -8.344 -1.881
H 2.494 -8.059 -3.261
H 0.738 -6.414 -3.373
H 2.279 -5.626 -2.987
H 1.518 -5.812 -0.623
H -0.002 -4.051 -0.588
H -0.277 -4.249 -2.313
H 1.098 -2.332 -1.946
H 2.132 -3.498 -2.738
H 3.862 -4.410 -1.638
H 3.233 -4.913 -0.031
H 4.393 -3.602 -0.154
C -3.283 6.733 8.795
O -4.388 6.438 7.956
C -4.329 7.075 6.683
C -4.041 6.067 5.576
N -2.671 5.563 5.652
C -2.420 4.391 4.808
C -3.234 3.120 5.086
O -2.926 2.489 6.321
C -3.589 3.037 7.448
H -3.522 6.383 9.799
H -2.381 6.217 8.457
H -3.098 7.809 8.840
H -3.609 7.899 6.668
H -5.319 7.505 6.503
H -4.193 6.546 4.602
H -4.773 5.257 5.674
H -2.465 5.312 6.610
H -1.360 4.147 4.929
H -2.560 4.683 3.763
H -2.960 2.395 4.312
H -4.312 3.275 4.983
H -4.589 3.404 7.207
H -2.986 3.831 7.893
H -3.685 2.251 8.200
C 9.856 -3.440 -5.995
O 8.579 -4.053 -6.065
C 8.315 -4.957 -4.994
C 7.279 -4.386 -4.034
N 7.817 -3.262 -3.268
C 6.801 -2.491 -2.547
C 5.702 -1.807 -3.372
O 6.163 -0.735 -4.182
C 6.713 -1.127 -5.428
H 10.043 -2.946 -6.948
H 9.891 -2.686 -5.205
H 10.641 -4.182 -5.831
H 9.229 -5.247 -4.467
H 7.900 -5.862 -5.446
H 6.957 -5.170 -3.341
H 6.411 -4.084 -4.633
H 8.301 -2.636 -3.899
H 7.339 -1.718 -1.991
H 6.333 -3.147 -1.804
H 5.006 -1.355 -2.658
H 5.109 -2.515 -3.960
H 6.221 -2.009 -5.844
H 7.787 -1.297 -5.331
H 6.585 -0.300 -6.130
```

Summary:
HOMO-LUMO gap ... 7.007 eV
Electronic energy ... -154379.593 eV
Total charge ... 0

***

no.,HOMO energy (eV),lowest unoccupied orbital energy (eV)
1,-8.01,-1.310
2,-9.29,0.389
3,-10.42,0.439
4,-8.53,-1.528